Record 1
Density functional theory data (wB97M-V/def2-TZVPD) for 3 unconnected molecules or ions with the total composition C4H13N2O2 in a non-equilibrium geometry.

Calculated values
Charge: +1
Kohn-Sham gap, eV: 4.3
LUMO, eV: -8.24

The geometry in XYZ format:
```
21
C4H13N2O2 (wB97M-V/def2-TZVPD)
O -1.36654 0.30523 -1.41679
C -0.98255 -0.49050 -0.54937
N -1.49834 -1.73796 -0.53293
C -0.10102 -0.00809 0.50481
N 0.73804 1.56658 -2.77293
C 1.11130 2.17796 1.00944
C -0.26299 1.44013 0.80155
H -1.33638 -2.39432 0.21105
H -2.27680 -1.87501 -1.16451
H 0.34555 -0.73837 1.17948
H 1.64574 1.41413 -2.34205
H 0.73815 1.22828 -3.73002
H -0.03554 1.11290 -2.24537
H 1.76127 1.82355 0.21554
H 1.52764 1.90472 1.95699
H 0.98437 3.25076 0.92342
H -0.78545 1.55416 1.77411
H -0.82374 1.84240 -0.04452
H 1.94023 -2.95704 3.47776
H 0.85329 -3.42895 2.48497
O 1.58302 -2.81537 2.59545
```

Mulliken population analysis, charges in e, atoms 1 to 8: -0.644, 0.652, -0.376, -0.024, -0.701, -1.078, -0.280, 0.196

***

Record 2
Density functional theory data (wB97M-V/def2-TZVPD) for a molecular structure, C20H35N2O2P2Pd in a non-equilibrium geometry.

Calculated values
Charge: +3
Kohn-Sham gap (alpha / beta), eV: 7.6 / 5.9
Spin multiplicity: 5
Expectation value of S²: 6.048
LUMO (alpha / beta), eV: -8.27 / -11.84

The geometry in XYZ format:
```
62
C20H35N2O2P2Pd (wB97M-V/def2-TZVPD)
Pd -0.08440 0.43223 0.06249
P -0.29386 2.43759 -1.02581
C -1.83968 2.26986 -1.86865
C -2.39710 0.97225 -1.93336
N -1.88365 -0.00170 -1.09479
C -2.47529 -1.18021 -0.92634
C -3.48145 -1.60592 -1.80380
C -3.98583 -0.69588 -2.73198
C -3.48887 0.59725 -2.77011
C -1.98544 -2.07404 0.20165
P -1.32606 -1.15258 1.64300
H -3.89022 1.35197 -3.44516
H -3.85246 -2.62539 -1.71929
H -4.77354 -1.00497 -3.41825
H -2.81935 -2.69649 0.55322
H -1.20222 -2.76003 -0.16049
H -3.46342 3.11401 -0.64172
H -2.26136 3.06861 -2.48599
H -3.08475 2.71817 1.53322
O -3.85057 3.40316 0.21411
H -4.59518 3.98769 -0.00007
H -0.58949 0.16727 1.74853
O -2.39169 2.32487 2.12765
H -2.72368 2.47016 3.03544
C -2.77413 -0.69731 2.61876
H -3.37288 -1.58854 2.86364
H -2.42060 -0.21689 3.54247
H -3.37251 0.03270 2.05290
C -0.21797 -2.26461 2.49891
H 0.30161 -1.69830 3.28003
H -0.79525 -3.07551 2.95805
H 0.52507 -2.67811 1.80565
C 0.98911 2.55815 -2.29240
H 0.75020 3.38795 -2.96716
H 1.96302 2.71160 -1.81809
H 0.99783 1.61382 -2.84862
C -0.23152 3.93937 -0.02310
H 0.78674 4.06947 0.36946
H -0.49300 4.80191 -0.65339
H -0.93921 3.83945 0.81226
C 3.09765 -4.13465 -0.23925
N 2.55100 -2.93786 0.34314
C 3.18673 -2.54187 1.58133
C 2.06200 -1.94138 -0.59468
C 2.69788 -0.59754 -0.41862
C 4.03742 -0.40747 -0.80597
C 4.68803 0.77468 -0.46182
C 4.03571 1.73674 0.30800
C 2.67801 1.57445 0.62868
C 2.00628 0.45815 0.15226
H 3.17522 -4.90607 0.53517
H 4.10929 -3.96914 -0.65560
H 2.44113 -4.48119 -1.04450
H 4.20607 -2.13072 1.43907
H 2.58807 -1.80119 2.13504
H 3.27569 -3.45311 2.19717
H 2.24082 -2.33344 -1.60643
H 0.95873 -1.86450 -0.47854
H 4.55997 -1.19154 -1.36295
H 5.71456 0.93453 -0.79575
H 4.57359 2.62819 0.63578
H 2.15922 2.33189 1.21555
```

Mulliken population analysis, charges in e, atoms 1 to 8: -1.050, 1.195, -1.775, 1.243, 0.247, 0.646, -0.886, -0.503

***

Copy entry 1 word for word.
Density functional theory data (wB97M-V/def2-TZVPD) for 3 unconnected molecules or ions with the total composition C4H13N2O2 in a non-equilibrium geometry.

Calculated values
Charge: +1
Kohn-Sham gap, eV: 4.3
LUMO, eV: -8.24

The geometry in XYZ format:
```
21
C4H13N2O2 (wB97M-V/def2-TZVPD)
O -1.36654 0.30523 -1.41679
C -0.98255 -0.49050 -0.54937
N -1.49834 -1.73796 -0.53293
C -0.10102 -0.00809 0.50481
N 0.73804 1.56658 -2.77293
C 1.11130 2.17796 1.00944
C -0.26299 1.44013 0.80155
H -1.33638 -2.39432 0.21105
H -2.27680 -1.87501 -1.16451
H 0.34555 -0.73837 1.17948
H 1.64574 1.41413 -2.34205
H 0.73815 1.22828 -3.73002
H -0.03554 1.11290 -2.24537
H 1.76127 1.82355 0.21554
H 1.52764 1.90472 1.95699
H 0.98437 3.25076 0.92342
H -0.78545 1.55416 1.77411
H -0.82374 1.84240 -0.04452
H 1.94023 -2.95704 3.47776
H 0.85329 -3.42895 2.48497
O 1.58302 -2.81537 2.59545
```

Mulliken population analysis, charges in e, atoms 1 to 8: -0.644, 0.652, -0.376, -0.024, -0.701, -1.078, -0.280, 0.196